[1]
The following is a quantum chemistry calculation of a molecular structure, C6H10 at a distorted geometry, from the Open Molecules 2025 dataset.

Structure (XYZ):
```
16
Properties=species:S:1:pos:R:3
C -1.63548 0.12492 0.91717
C -1.61124 0.27702 -0.59354
C -0.35282 -0.09014 -1.29148
C 0.48997 -1.04319 -0.77702
C 1.35192 -0.07838 -0.42195
C 2.36382 -0.13722 0.64225
H -1.30312 -0.87459 1.20504
H -2.64106 0.29184 1.32061
H -0.96014 0.84887 1.38218
H -1.91704 1.28049 -0.89100
H -2.33276 -0.42234 -1.03639
H -0.21296 0.16402 -2.34615
H 1.17795 1.01571 -0.70857
H 2.51309 -1.17824 0.91890
H 3.27701 0.31692 0.25069
H 1.98563 0.38077 1.53174
```

## Properties
- frontier orbital gap (eV) = 8.86
- lowest unoccupied orbital energy (eV) = 0.60

---

[2]
The following is a quantum chemistry calculation of a molecular structure, C6H10 at a distorted geometry, from the Open Molecules 2025 dataset.

Structure (XYZ):
```
16
Properties=species:S:1:pos:R:3
C 2.14454 -0.31360 0.07921
C 0.68447 -0.02434 -0.42539
C -0.48440 -0.91435 0.08591
C -2.09941 0.06257 -0.33611
C -1.22758 0.93957 0.55306
C 0.04761 1.23644 0.13380
H 2.27228 -0.21006 1.16440
H 2.86837 0.38488 -0.37740
H 2.48027 -1.32627 -0.19731
H 0.74358 -0.11078 -1.51351
H -0.79604 -1.77621 -0.44067
H -0.23376 -1.22023 1.13198
H -2.98199 -0.55276 -0.10261
H -2.21267 0.33658 -1.41061
H -1.71042 1.26686 1.45531
H 0.50515 2.22170 0.19994
```

## Properties
- frontier orbital gap (eV) = 8.45
- lowest unoccupied orbital energy (eV) = 1.21

---

[3]
The following is a quantum chemistry calculation of a single C6H10 molecule, from the Open Molecules 2025 dataset.

Structure (XYZ):
```
16
Properties=species:S:1:pos:R:3
C -1.84013 -0.55471 1.28422
C -1.32982 0.48583 0.32033
C -0.76420 0.18432 -0.84947
C 0.64146 0.56634 -1.18684
C 1.79436 0.83494 -0.23476
C 1.35839 -0.57196 -0.46112
H -0.97379 -0.83128 1.92061
H -2.14106 -1.49455 0.80405
H -2.63096 -0.21200 1.95491
H -1.07918 1.46963 0.71323
H -0.98143 -0.75805 -1.36758
H 0.88659 0.80830 -2.21600
H 2.72804 1.05682 -0.75099
H 1.69164 1.32498 0.73193
H 0.74462 -0.97142 0.34584
H 1.89548 -1.33718 -1.00837
```

## Properties
- structure (SMILES) = C/C=C/C1CC1
- frontier orbital gap (eV) = 9.60
- lowest unoccupied orbital energy (eV) = 1.22

---

Computed DFT total energy (eV) in order:
-6379.341, -6379.634, -6381.286
Computed energy above the lowest of the compared OMol25 structures with the same formula, charge and spin (kcal per mole) in order:
104.2, 97.4, 59.3